A molecular structure, C13H13N at a distorted geometry, computed with the ωB97M-V functional and the def2-TZVPD basis.

ORCA input file:
```
! wB97M-V def2-TZVPD RIJCOSX def2/J DEFGRID3
* xyz 0 1
N 0.03 1.50 2.34
C -1.17 0.48 -1.68
C 0.31 0.35 1.99
C 0.83 -1.41 0.14
C -0.16 0.83 -0.82
C 0.97 -2.01 1.45
C 0.81 -2.30 -1.11
C -0.43 -1.29 3.44
C 0.07 2.99 -1.86
C -1.43 1.38 -2.70
C 0.39 -0.16 0.10
C 0.39 2.10 -0.81
C 0.36 -1.01 2.43
C -0.90 2.65 -2.73
H -1.23 3.23 -3.63
H 0.11 1.81 3.25
H 1.97 -2.32 1.76
H -0.84 -0.51 4.09
H -0.68 -2.24 3.97
H 1.15 -1.98 -2.04
H 0.36 -3.03 1.46
H 1.34 2.15 -0.12
H -0.28 -2.51 -1.02
H -2.20 1.03 -3.43
H 0.48 4.01 -1.98
H -1.65 -0.48 -1.57
H 1.42 -3.25 -0.92
*
```

Output
- Kohn-Sham gap: 0.318 hartree
- ΔE to the lowest compared entry with this formula, charge and spin: 323.8 kJ/mol
- Calculated total energy: -557.76842 hartree

---

2 unconnected molecules or ions with the total composition C13H13N2O6PS2 at a distorted geometry, computed with the ωB97M-V functional and the def2-TZVPD basis.

ORCA input file:
```
! wB97M-V def2-TZVPD RIJCOSX def2/J DEFGRID3
* xyz -2 1
S 2.65 0.42 0.27
S -1.33 1.83 3.49
P -2.37 -0.27 -2.30
O -0.61 2.93 4.19
O -2.56 -1.71 -1.44
O -1.99 0.97 4.50
O -0.37 1.04 2.68
O -2.36 2.42 2.58
O -1.70 -0.62 -3.80
N -3.78 0.43 -2.48
N 0.42 -1.06 -1.52
C 1.28 -1.86 -0.69
C -0.82 2.96 -0.10
C 1.86 -4.29 -0.01
C 2.95 -3.79 0.84
C 1.43 3.37 1.15
C 0.12 0.25 -0.97
C 3.16 -2.34 0.93
C 1.06 -3.32 -0.75
C 2.36 -1.38 0.18
C -1.23 0.80 -1.30
C -1.71 2.12 -0.88
C 1.00 1.08 -0.16
C 0.55 2.41 0.28
H 2.49 3.00 1.08
H -2.73 2.42 -1.22
H 0.85 -0.92 -2.45
H 4.01 -2.02 1.60
H 1.63 -5.38 -0.13
H -2.60 -1.44 -0.50
H -4.48 -0.19 -2.04
H 0.24 -3.71 -1.40
H 3.57 -4.54 1.38
H 1.32 4.39 0.67
H 1.05 3.43 2.21
H -2.19 -1.39 -4.14
H -1.17 3.97 0.20
*
```

Output
- Kohn-Sham gap: 0.157 hartree
- Calculated total energy: -2201.85331 hartree

---

2 unconnected molecules or ions with the total composition C13H13NO at a distorted geometry, computed with the ωB97M-V functional and the def2-TZVPD basis.

ORCA input file:
```
! wB97M-V def2-TZVPD RIJCOSX def2/J DEFGRID3
* xyz 0 1
O 2.32 1.03 -0.37
N 4.33 -1.65 0.41
C -1.64 -1.43 -0.84
C -0.99 0.45 0.45
C 2.92 1.70 0.50
C -0.54 -1.77 0.10
C 0.24 -3.11 0.14
C -1.88 2.70 0.55
C -1.89 0.11 -0.57
C -2.68 2.39 -0.53
C 3.68 -0.88 -0.13
C 2.64 -0.16 -0.71
C -0.19 -0.69 0.84
C -2.74 1.10 -1.06
C -0.98 1.72 1.01
H -3.54 0.76 -1.83
H 1.15 -3.00 -0.36
H 2.64 2.72 0.74
H -2.43 -2.09 -0.56
H -1.66 3.79 0.89
H 1.89 -0.60 -1.42
H -1.43 -1.58 -1.86
H 0.72 -0.69 1.52
H 0.41 -3.20 1.23
H -3.53 3.14 -0.76
H 3.80 1.32 0.83
H -0.32 1.98 1.75
H -0.31 -4.06 0.04
*
```

Output
- Kohn-Sham gap (alpha / beta): 0.282 / 0.294 hartree
- ΔE to the lowest compared entry with this formula, charge and spin: 623.1 kJ/mol
- Calculated total energy: -632.96989 hartree

---

A single C13H13NS molecule at a distorted geometry, computed with the ωB97M-V functional and the def2-TZVPD basis.

ORCA input file:
```
! wB97M-V def2-TZVPD RIJCOSX def2/J DEFGRID3
* xyz 0 1
S -0.69 -1.46 -1.63
N -0.72 -0.16 1.21
C 0.30 -0.13 2.19
C -1.60 2.40 -2.06
C 1.39 -1.36 0.09
C -1.42 2.84 -0.77
C 1.88 0.02 -0.27
C -0.96 0.24 -1.28
C 1.47 0.49 2.01
C 0.36 -2.04 -0.34
C 2.03 0.87 0.77
C -0.02 -3.49 0.01
C -1.03 2.03 0.24
C -1.42 1.04 -2.34
C -0.76 0.69 0.04
H 2.73 1.80 0.59
H -0.91 2.29 1.28
H -1.88 3.18 -2.79
H -1.02 -1.11 0.97
H -1.74 0.72 -3.31
H 2.06 -1.76 0.96
H -1.70 3.84 -0.70
H 1.86 0.69 2.96
H -0.78 -3.82 -0.72
H 0.78 -4.10 -0.06
H 0.06 -0.49 3.15
H 2.21 0.34 -1.24
H -0.45 -3.56 1.03
*
```

Output
- Kohn-Sham gap: 0.311 hartree
- ΔE to the lowest compared entry with this formula, charge and spin: 320.5 kJ/mol
- Calculated total energy: -955.99362 hartree
- SMILES: C/C1=C/C=C\C=C/Nc2ccccc2S1

---

A molecular structure, C13H14AuN5S at a distorted geometry, computed with the ωB97M-V functional and the def2-TZVPD basis.

ORCA input file:
```
! wB97M-V def2-TZVPD RIJCOSX def2/J DEFGRID3
* xyz 2 1
Au 0.05 0.08 1.19
S -1.94 1.58 1.27
N 0.13 2.94 0.16
N -1.95 3.86 -0.01
N 2.00 -0.45 0.16
N -0.64 -1.52 2.60
N 0.90 1.92 0.34
C 4.68 -0.90 -0.27
C 4.21 0.40 -0.09
C 3.30 5.47 0.45
C 4.68 4.44 -1.23
C 3.96 3.27 -1.12
C 2.83 0.61 0.06
C 2.92 3.16 -0.16
C -1.17 2.88 0.40
C 2.58 4.31 0.58
C 2.44 -1.67 -0.02
C 4.38 5.53 -0.43
C 2.20 1.93 0.09
C 3.78 -1.95 -0.28
H 1.71 -2.46 0.02
H 5.73 -1.08 -0.40
H -2.95 3.80 0.14
H -1.59 4.66 -0.52
H 4.90 1.22 -0.04
H -1.38 -2.11 2.22
H 1.80 4.24 1.32
H 4.10 -2.97 -0.45
H 4.98 6.43 -0.50
H 3.03 6.33 1.04
H 4.13 2.46 -1.82
H 0.10 -2.14 2.93
H 5.46 4.51 -1.98
H -1.03 -1.07 3.43
*
```

Output
- Kohn-Sham gap (alpha / beta): 0.187 / 0.174 hartree
- Calculated total energy: -1310.82865 hartree

---

A single C13H14BrNO3 molecule at a distorted geometry, computed with the ωB97M-V functional and the def2-TZVPD basis.

ORCA input file:
```
! wB97M-V def2-TZVPD RIJCOSX def2/J DEFGRID3
* xyz 0 1
Br -2.56 3.92 0.99
O 0.38 4.25 0.35
O -0.31 -3.08 0.09
O -3.04 0.98 0.29
N 3.22 -3.00 -1.97
C -1.71 1.26 0.16
C 1.59 -0.35 -0.67
C -3.54 -0.27 -0.26
C 0.06 2.94 0.16
C 2.57 -2.49 -1.17
C -1.30 2.57 0.35
C 0.82 -2.41 0.69
C 1.67 -1.71 -0.35
C 0.98 1.95 -0.14
C 1.67 4.58 0.87
C 0.58 0.62 -0.24
C -0.15 -4.43 -0.30
C -0.74 0.27 -0.11
H -3.18 -1.13 0.34
H -1.06 -0.75 -0.31
H -3.23 -0.37 -1.29
H 2.03 2.17 -0.32
H -4.63 -0.31 -0.22
H 0.91 -4.69 -0.42
H 1.77 4.21 1.90
H 0.45 -1.70 1.42
H -0.70 -4.58 -1.21
H 1.81 5.66 0.94
H 2.53 4.20 0.26
H 1.45 -3.15 1.20
H 2.24 -0.06 -1.48
H -0.57 -5.10 0.48
*
```

Output
- Kohn-Sham gap: 0.309 hartree
- ΔE to the lowest compared entry with this formula, charge and spin: 0.0 kJ/mol
- Calculated total energy: -3358.16948 hartree
- SMILES: COC/C(C#N)=C\c1cc(OC)c(Br)c(OC)c1

---

A molecular structure, C13H14Cl2N2O2Pt at a distorted geometry, computed with the ωB97M-V functional and the def2-TZVPD basis.

ORCA input file:
```
! wB97M-V def2-TZVPD RIJCOSX def2/J DEFGRID3
* xyz 0 1
Pt -0.39 -0.47 -1.56
Cl -1.48 -1.35 -4.23
Cl -3.07 -1.25 -1.85
O -1.44 -0.32 0.15
O 0.94 -0.51 -3.08
N 1.01 0.24 -0.34
N 0.55 0.50 0.94
C 2.96 -0.48 -4.27
C 2.29 0.36 -0.59
C -2.66 0.07 2.61
C 3.17 0.82 0.54
C 2.87 0.10 -1.85
C -3.10 -1.63 -3.59
C -1.32 0.38 2.43
C -1.17 1.02 4.74
C 2.20 -0.30 -2.98
C -2.52 0.71 4.92
C -0.57 0.86 3.51
C -3.26 0.23 3.85
C -0.69 0.18 1.10
H 3.09 0.12 1.37
H 3.93 -0.95 -4.08
H 3.13 0.49 -4.74
H -3.80 -0.96 -4.08
H -4.31 -0.01 3.98
H 3.94 0.24 -1.93
H -3.37 -2.67 -3.71
H 2.83 1.79 0.90
H 4.20 0.88 0.21
H -2.98 0.83 5.89
H 0.47 1.10 3.36
H -0.59 1.39 5.58
H 2.38 -1.10 -4.95
H -3.23 -0.30 1.76
*
```

Output
- Kohn-Sham gap: 0.278 hartree
- Calculated total energy: -1803.43916 hartree

---

A molecular structure, C13H14ClN5PdS, computed with the ωB97M-V functional and the def2-TZVPD basis.

ORCA input file:
```
! wB97M-V def2-TZVPD RIJCOSX def2/J DEFGRID3
* xyz 2 1
Pd -0.75 -0.10 0.04
Cl -0.70 -5.02 2.65
S -3.00 0.09 -0.23
N -0.80 -2.14 -0.03
N 1.30 0.15 -0.04
N -4.17 2.46 -0.01
N -0.68 1.86 0.08
N -1.88 2.53 0.09
C -0.89 -4.18 -1.23
C 0.71 3.90 -0.06
C 0.47 2.43 0.02
C 2.26 -0.76 -0.05
C -0.87 -2.80 -1.19
C -0.77 -4.20 1.15
C 2.93 1.89 0.05
C -3.02 1.80 -0.03
C 1.62 1.47 0.01
C -0.76 -2.82 1.13
C 3.61 -0.41 -0.02
C -0.83 -4.90 -0.05
C 3.94 0.93 0.04
H 4.98 1.24 0.07
H 4.36 -1.18 -0.03
H 3.17 2.94 0.08
H -0.94 -4.69 -2.19
H -0.19 4.48 -0.23
H -4.23 3.46 0.04
H -0.72 -2.25 2.05
H -1.88 3.53 0.26
H 1.95 -1.80 -0.10
H -0.85 -5.98 -0.05
H -0.92 -2.20 -2.09
H 1.18 4.25 0.86
H 1.39 4.10 -0.88
H -5.03 1.94 -0.09
*
```

Output
- Kohn-Sham gap: 0.296 hartree
- ΔE to the lowest compared entry with this formula, charge and spin: 0.3 kJ/mol
- Calculated total energy: -1763.34016 hartree

---

A molecular structure, C13H14F3IN2O3STc at a distorted geometry, computed with the ωB97M-V functional and the def2-TZVPD basis.

ORCA input file:
```
! wB97M-V def2-TZVPD RIJCOSX def2/J DEFGRID3
* xyz 2 4
I -2.22 -1.07 -1.84
Tc -0.88 0.28 -0.13
S 0.67 1.60 2.22
F 0.16 3.66 3.98
F 0.36 4.25 1.86
F -1.45 3.21 2.55
O 0.45 1.59 0.68
O -0.17 0.57 2.79
O 2.02 1.73 2.66
N 0.81 0.10 -1.47
N 0.21 -1.52 0.39
C -2.69 1.94 -0.12
C 0.17 -3.67 1.51
C 1.46 -1.10 -1.54
C 2.66 -0.35 -3.49
C 1.45 -3.37 -0.52
C 1.12 1.12 -2.31
C -0.10 3.29 2.70
C 0.99 -4.21 0.50
C 2.35 -1.36 -2.59
C 1.08 -2.03 -0.53
C -2.93 1.02 1.02
C 2.05 0.93 -3.35
C -0.20 -2.30 1.47
H -3.78 1.97 -0.49
H -2.59 1.23 2.01
H 2.24 1.77 -4.03
H 2.75 -2.35 -2.68
H -2.27 2.25 -1.14
H 0.59 2.09 -2.14
H -0.26 -4.28 2.35
H 1.23 -5.27 0.53
H -2.50 2.78 0.55
H -3.41 0.02 0.92
H 2.06 -3.75 -1.35
H 3.34 -0.51 -4.33
H -3.98 1.58 1.14
H -0.79 -1.80 2.22
*
```

Output
- Kohn-Sham gap (alpha / beta): 0.256 / 0.133 hartree
- ⟨S²⟩: 3.807
- Calculated total energy: -1914.52361 hartree

---

A molecular structure, C13H14F3N2O4S2 at a distorted geometry, computed with the ωB97M-V functional and the def2-TZVPD basis.

ORCA input file:
```
! wB97M-V def2-TZVPD RIJCOSX def2/J DEFGRID3
* xyz -1 1
S 2.89 1.51 5.02
S 4.58 3.51 5.68
F 4.75 5.36 3.89
F 6.46 5.22 5.28
F 6.21 3.71 3.69
O 1.79 1.77 6.02
O -2.57 -1.56 -2.42
O 4.02 0.55 5.25
O -0.30 -1.53 -2.54
N 3.46 3.06 4.45
N -3.53 1.80 -1.44
C 0.13 0.32 2.30
C 0.74 0.72 3.48
C -1.49 0.45 -2.00
C 2.84 0.83 2.36
C 0.81 -3.65 -2.91
C 0.88 0.19 1.15
C 2.41 4.06 4.47
C -2.56 1.15 -1.71
C 5.58 4.53 4.54
C 2.24 0.44 1.18
C -0.49 -2.86 -2.95
C 2.09 0.98 3.50
C -1.52 -0.95 -2.33
H 0.40 -0.10 0.23
H 2.83 5.05 4.26
H 1.66 3.84 3.71
H 1.94 4.08 5.46
H 1.59 -3.12 -3.45
H -1.25 -3.31 -2.30
H -0.54 0.95 -2.01
H 3.90 1.04 2.40
H 0.70 -4.64 -3.35
H 1.15 -3.76 -1.88
H 0.17 0.82 4.39
H -0.93 0.14 2.28
H 2.82 0.35 0.28
H -0.91 -2.83 -3.97
*
```

Output
- Kohn-Sham gap: 0.197 hartree
- ΔE to the lowest compared entry with this formula, charge and spin: 3.9 kJ/mol
- Calculated total energy: -2010.20599 hartree

---

3 unconnected molecules or ions with the total composition C13H14IN5O4PS2 at a distorted geometry, computed with the ωB97M-V functional and the def2-TZVPD basis.

ORCA input file:
```
! wB97M-V def2-TZVPD RIJCOSX def2/J DEFGRID3
* xyz 1 1
I -1.55 -3.97 -2.61
S -1.54 -1.53 -0.35
S 4.01 -5.75 -3.68
P 1.46 -0.10 0.79
O 3.57 -1.31 -0.75
O 1.86 1.23 0.00
O 2.45 -0.59 1.74
O 0.05 0.27 1.38
N 3.55 -3.23 -2.62
N 2.38 3.55 1.84
N 0.11 -2.98 -1.86
N -4.77 -0.47 -0.87
N 1.23 -3.41 -2.42
C -5.51 -0.95 0.19
C 1.24 -1.40 -0.48
C 2.69 4.87 1.66
C 3.75 -4.36 -3.10
C -6.86 -0.61 -1.58
C 2.74 3.16 3.11
C -5.59 -0.26 -1.95
C 2.35 -2.87 -2.04
C 3.25 5.33 2.82
C 0.05 -2.01 -0.93
C -6.81 -1.04 -0.22
C 2.41 -1.83 -1.06
C 3.28 4.25 3.74
H 3.60 6.34 3.00
H 4.23 -1.51 -1.44
H 3.66 4.27 4.75
H -5.20 0.11 -2.88
H -1.58 -2.38 0.68
H 1.96 2.95 1.16
H -7.64 -1.38 0.38
H 0.06 1.08 1.91
H 2.48 5.37 0.73
H 2.59 2.15 3.45
H -3.78 -0.31 -0.85
H -7.74 -0.55 -2.20
H 2.62 1.09 -0.59
H -5.05 -1.18 1.13
*
```

Output
- Kohn-Sham gap: 0.187 hartree
- Calculated total energy: -2513.70241 hartree

---

A molecular structure, C13H14IrN2O2S at a distorted geometry, computed with the ωB97M-V functional and the def2-TZVPD basis.

ORCA input file:
```
! wB97M-V def2-TZVPD RIJCOSX def2/J DEFGRID3
* xyz 1 5
Ir -1.07 0.10 -0.80
S 0.30 1.25 -2.45
O -2.35 1.16 2.44
O -1.61 1.72 0.38
N 0.87 -0.65 -0.18
N -3.29 -0.26 -1.16
C 4.16 1.55 -1.49
C 2.93 1.70 -2.11
C 3.21 -0.10 0.01
C -3.95 1.31 0.67
C -2.53 1.42 1.27
C 4.31 0.67 -0.44
C 2.23 -1.79 1.41
C 3.32 -1.06 1.03
C 1.81 0.99 -1.68
C 0.99 -1.55 0.80
C -0.25 -2.26 1.24
C 1.95 0.06 -0.60
C -4.13 -0.07 0.06
H 2.29 -2.54 2.19
H 5.26 0.56 0.06
H 2.81 2.39 -2.94
H -3.56 0.44 -1.85
H -4.67 1.45 1.47
H -5.18 -0.22 -0.19
H -0.70 -2.79 0.40
H 5.01 2.12 -1.84
H -0.97 -1.53 1.62
H -0.04 -2.97 2.04
H 4.28 -1.21 1.52
H -4.09 2.08 -0.09
H -3.85 -0.84 0.78
H -3.49 -1.17 -1.57
*
```

Output
- Kohn-Sham gap (alpha / beta): 0.284 / 0.228 hartree
- ⟨S²⟩: 6.040
- Calculated total energy: -1266.02060 hartree